1.
Computed, not measured: 2 unconnected molecules or ions with the total composition C6H12N3O, with the ωB97M-V functional and the def2-TZVPD basis.

Calculated values
Lowest unoccupied orbital energy (alpha / beta)   -2.89 / -8.29 eV
Total charge   +1
⟨S²⟩   2.0136
Frontier orbital gap (alpha / beta)   5.42 / 5.61 eV
Spin multiplicity   3
Relative energy (zero: lowest compared OMol25 entry of this formula, charge and spin)   2.927 eV

Last column: Mulliken spin population.
Positions of all 22 atoms, in Å:
O: -0.6830 1.3500 1.8368  0.14
N: 0.4328 -0.9363 2.1017  0.17
N: -0.1236 2.3026 -0.1343  0.35
N: 1.3772 0.9629 1.1453  0.01
C: -1.2215 -0.3589 -0.4973  0.30
C: 0.1049 1.6108 0.9767  0.12
C: 1.0839 -0.1358 -1.8041  0.02
C: 1.4247 -0.2561 1.6597  0.49
C: -2.4717 -0.4406 0.1851  0.00
C: -0.2041 -0.1420 -1.0623  0.34
H: 0.5773 2.9030 -0.5965  -0.01
H: 1.8095 -0.7296 -1.3537  -0.01
H: -3.0679 -1.1494 -0.3833  0.03
H: -1.1349 2.4376 -0.3562  -0.01
H: -2.2971 -0.6121 1.2502  0.00
H: 1.6123 0.8007 -1.7811  0.01
H: -2.8998 0.5366 0.0301  0.04
H: 0.8072 -0.5005 -2.8275  0.00
H: 2.4847 -0.6611 1.7137  0.02
H: 2.1991 1.1717 0.6003  0.01
H: -0.3766 -0.4159 2.3046  0.00
H: 0.5125 -1.7952 2.6864  0.00

Cartesian forces, eV/Å:
O -3.4 0.4 1.5
N -3.3 -4.2 2.0
N -1.8 1.6 -3.5
N -2.0 3.0 -2.3
C -4.0 -0.5 2.1
C 5.4 -2.4 2.5
C -2.4 0.0 -1.1
C 6.8 -1.2 0.0
C 0.8 -0.2 -0.1
C 5.9 1.1 -2.9
H -0.7 -0.5 0.4
H 0.9 -1.8 0.9
H -0.5 -0.3 0.4
H 1.5 0.5 0.4
H -0.5 -0.3 -0.3
H -0.5 0.8 -0.5
H -0.6 0.5 0.1
H 0.8 0.6 0.7
H -1.6 0.4 0.3
H -0.1 0.5 -0.2
H -1.1 0.7 0.5
H 0.5 1.3 -0.9

***

2.
Computed, not measured: C3H5NO3 in the gas phase, with the ωB97M-V functional and the def2-TZVPD basis.

Calculated values
Lowest unoccupied orbital energy   0.59 eV
Frontier orbital gap   10.69 eV
Spin multiplicity   1
Relative energy (zero: lowest compared OMol25 entry of this formula, charge and spin)   5.130 eV

Last column: Löwdin charge in e.
Positions of all 12 atoms, in Å:
O: 0.6108 -0.4460 1.0645  -0.03
O: -1.1292 -1.8667 -0.0125  -0.11
O: 1.9035 -0.2475 -0.9268  -0.02
N: -1.2814 -0.4850 -0.4127  0.04
C: -0.4833 1.6651 0.0363  -0.03
C: 1.6803 -0.8914 0.1997  -0.15
C: -0.3919 0.2112 0.1231  -0.41
H: 2.2686 -1.6357 0.8573  0.17
H: -1.6899 -2.1368 -0.9224  0.19
H: -0.0663 2.1818 0.9839  0.12
H: -1.6342 1.7675 -0.1475  0.12
H: 0.2130 1.8834 -0.8431  0.11

Cartesian forces, eV/Å:
O 0.4 0.1 -4.3
O -2.9 -0.2 -5.4
O -0.9 -4.6 6.3
N 0.6 -1.1 1.3
C 0.3 0.9 -0.2
C -0.3 4.7 -2.3
C 1.0 -1.1 2.7
H -0.5 0.9 -1.8
H 2.2 -0.2 3.9
H -1.0 -0.8 -1.6
H 2.4 0.8 0.2
H -1.2 0.5 1.0

***

3.
Computed, not measured: C4H5NO3 in the gas phase, with the ωB97M-V functional and the def2-TZVPD basis.

Calculated values
Lowest unoccupied orbital energy   0.25 eV
Frontier orbital gap   8.86 eV
Spin multiplicity   1
Relative energy (zero: lowest compared OMol25 entry of this formula, charge and spin)   3.553 eV

Last column: Löwdin charge in e.
Positions of all 13 atoms, in Å:
O: 0.0285 0.1105 -0.4150  0.07
O: 0.5739 -0.9221 1.3092  -0.03
O: -0.7915 1.4231 -2.1475  0.00
N: -1.6771 -0.0852 1.0603  0.16
C: -2.1333 0.4332 -0.1800  -0.07
C: -0.4554 -0.2772 0.8252  -0.45
C: 1.8931 -0.7865 0.8884  -0.07
C: -1.0805 0.7008 -0.9700  -0.36
H: 1.9357 -1.2771 -0.1608  0.13
H: 0.1261 0.8271 -2.5463  0.25
H: 2.2941 0.2576 0.9660  0.11
H: 2.4424 -1.4325 1.6315  0.11
H: -3.1560 1.0282 -0.2607  0.16

Cartesian forces, eV/Å:
O -2.1 1.8 -0.7
O -1.7 -1.3 4.2
O 3.2 -4.1 0.2
N -0.3 -0.5 0.0
C -2.7 3.4 -0.1
C 3.2 -0.3 -2.7
C 1.3 -1.2 -0.8
C 1.3 0.3 -2.0
H 0.6 1.2 1.6
H -4.2 2.8 1.6
H -0.5 -0.9 -0.4
H -0.3 0.7 -1.0
H 2.3 -1.9 0.2

***

4.
Computed, not measured: 2 unconnected molecules or ions with the total composition C5H9NO2, with the ωB97M-V functional and the def2-TZVPD basis.

Calculated values
Lowest unoccupied orbital energy   0.29 eV
Frontier orbital gap   10.43 eV
Spin multiplicity   1
Relative energy (zero: lowest compared OMol25 entry of this formula, charge and spin)   6.351 eV

Last column: Löwdin charge in e.
Positions of all 17 atoms, in Å:
O: 1.7837 -2.9915 1.0779  0.03
O: -0.2806 -2.3486 1.4659  -0.04
N: 1.0834 -2.0471 1.2849  -0.10
C: -0.6091 -0.3296 -1.1554  -0.07
C: -1.5277 0.5745 1.2069  0.06
C: 0.4720 0.4810 -0.5025  -0.37
C: -0.7705 0.2714 0.1722  -0.33
C: 1.0257 1.7016 -1.0168  -0.09
H: -0.4525 -1.4174 -1.2984  0.11
H: -1.1462 0.1039 -2.1033  0.15
H: 1.2918 -0.2197 -0.1052  0.14
H: -1.2544 1.1484 1.9978  0.03
H: 2.1769 1.7843 -0.8688  0.11
H: 0.7230 1.8835 -2.1318  0.12
H: -2.6792 0.2180 1.1801  0.13
H: -0.6922 -1.4455 1.2420  0.06
H: 0.8560 2.6329 -0.4455  0.07

Cartesian forces, eV/Å:
O -1.9 1.3 0.7
O 0.6 0.7 -0.8
N 0.9 -1.2 -0.4
C -1.4 -0.3 -2.6
C -4.1 -2.6 -2.6
C 2.5 -3.2 1.4
C -0.9 0.6 0.1
C 2.4 3.7 -1.9
H -0.1 0.7 0.4
H 0.9 -0.5 2.1
H -1.3 1.1 -0.5
H 1.0 1.6 2.1
H -1.7 -0.9 -1.0
H 0.8 -0.2 2.0
H 2.8 0.7 0.2
H 0.5 -1.2 0.8
H -1.0 -0.4 -0.2

***

5.
Computed, not measured: 7 unconnected molecules or ions with the total composition C40H60F3N2O28PS6, with the ωB97M-V functional and the def2-TZVPD basis.

Calculated values
Lowest unoccupied orbital energy   -1.29 eV
Frontier orbital gap   6.36 eV
Spin multiplicity   1

Last column: Löwdin charge in e.
Positions of all 140 atoms, in Å:
S: -2.0088 -0.4172 -5.4246  0.71
S: -2.6208 -6.6926 1.6353  0.66
S: 10.1325 8.4249 -3.4136  0.68
S: 5.9445 5.5128 1.1306  0.68
S: 15.2618 8.0151 0.9655  0.68
S: 0.4220 2.3162 -0.4387  0.66
P: -5.1464 -2.2364 0.8353  0.91
F: -2.8807 -2.7090 6.1248  0.02
F: -3.8988 -1.2339 7.7004  -0.02
F: -1.6161 -0.8110 7.1496  0.00
O: 15.1254 9.2040 1.7773  -0.24
O: -2.5787 -8.0267 2.5714  -0.19
O: 10.2619 8.0909 -4.8146  -0.24
O: 10.3830 9.7491 -2.8937  -0.24
O: 5.2645 6.9945 1.1410  -0.19
O: 16.1727 8.3885 -0.3340  -0.20
O: -3.4453 -4.6928 -3.0807  -0.20
O: -6.4524 -5.2057 -2.1869  -0.22
O: 1.0701 3.6069 -0.4212  -0.26
O: -2.4217 0.8579 5.1270  -0.09
O: 1.5456 1.1790 -0.7624  -0.20
O: 4.5829 4.6573 0.8575  -0.21
O: 11.0103 7.3545 -2.5525  -0.22
O: -0.4236 2.1786 -1.8257  -0.19
O: 8.6579 7.9431 -2.9096  -0.19
O: -1.3891 -5.8953 2.3480  -0.21
O: 15.7118 6.7484 1.4940  -0.24
O: 6.7934 5.4044 -0.0330  -0.25
O: 6.4020 5.2172 2.4702  -0.23
O: -3.8457 -5.9792 1.9215  -0.24
O: -3.4782 -0.8310 -4.8522  -0.19
O: -1.0975 -0.2995 -4.3101  -0.25
O: -9.9983 -4.0204 -0.9658  -0.24
O: -2.3957 1.0827 -5.9354  -0.18
O: -2.2161 -7.0565 0.2973  -0.25
O: 13.8552 7.7741 0.1755  -0.20
O: -0.4070 1.8359 0.6445  -0.25
O: -1.7316 -1.2321 -6.5866  -0.22
N: 0.5478 -3.4939 0.2649  0.07
N: -2.6395 -3.4492 -0.7187  0.09
C: -4.9871 -1.1801 -0.7995  -0.29
C: 4.4630 1.2627 1.9474  -0.05
C: -11.2245 -3.7375 -1.7531  -0.26
C: 0.0038 -3.9856 -1.0469  -0.03
C: -2.9171 -1.6168 3.0238  -0.11
C: 3.8047 -1.4709 2.1547  -0.04
C: 1.8065 0.4561 2.8808  -0.01
C: 3.4540 5.4951 1.0953  -0.18
C: -0.6210 -2.9513 1.0441  -0.11
C: -1.4109 -7.9966 3.3902  -0.17
C: 1.3360 -2.4257 3.0780  -0.19
C: -3.9997 -0.9380 4.0313  -0.14
C: -0.2144 -2.3508 2.5517  -0.07
C: -3.4165 -0.2365 5.3837  -0.22
C: 2.9302 1.6187 2.4924  -0.05
C: -7.5285 -4.8766 -1.2090  -0.17
C: -4.3271 0.3155 -4.8479  -0.17
C: -3.8155 1.2060 -5.9771  -0.17
C: -7.9473 -1.4758 1.1270  -0.17
C: 13.9655 8.3107 -1.1408  -0.17
C: 2.2642 -1.1273 2.7081  -0.13
C: -5.2317 -5.6792 -1.4602  -0.16
C: 15.4315 8.1286 -1.5249  -0.17
C: 10.1600 6.6746 -1.6305  -0.16
C: -3.3887 -2.2054 1.5528  -0.23
C: -1.3513 -1.7042 3.5331  0.03
C: -8.8153 -4.1050 -1.8735  -0.18
C: -1.5385 -4.0040 -1.5597  -0.10
C: 4.9162 -0.3206 1.7655  -0.07
C: -2.1877 -2.8851 0.6013  -0.12
C: -12.4129 -3.0037 -0.8810  -0.11
C: -1.9613 -4.6343 -3.0439  -0.13
C: 8.7775 6.6709 -2.2772  -0.17
C: 3.9092 6.8990 0.7059  -0.17
C: -6.4641 -1.3164 1.8293  -0.47
C: 1.1018 0.3896 -1.8636  -0.16
C: -2.9162 -1.2934 6.5549  -0.17
C: -3.9473 -5.9384 -2.4790  -0.16
C: -1.0958 -6.5175 3.5969  -0.17
C: 0.2886 1.3423 -2.7360  -0.18
H: 1.8524 -3.3817 2.6188  0.10
H: 0.4742 -0.4168 -1.4698  0.13
H: 10.1548 7.2387 -0.6923  0.14
H: 0.8113 -4.4202 -1.8124  0.12
H: -8.5491 -2.9931 -2.1889  0.13
H: -3.1423 -6.5197 -1.8282  0.11
H: 10.5312 5.6633 -1.4440  0.14
H: -6.5717 -1.7140 2.9355  0.08
H: 1.9525 -0.0404 -2.3975  0.14
H: -4.3238 -6.7062 -3.3065  0.14
H: -11.6789 -4.7126 -2.2395  0.13
H: -12.0733 -2.7532 0.2356  0.09
H: -4.2245 0.8117 -3.8774  0.13
H: -2.3428 0.9547 4.1126  0.12
H: -3.9029 -1.1921 -1.2387  0.04
H: -7.9319 -5.8877 -0.7445  0.14
H: 0.9429 1.9776 -3.3416  0.14
H: 6.0002 -0.5593 1.3422  0.09
H: 15.6329 7.0977 -1.8334  0.13
H: 5.2695 2.0687 1.6695  0.07
H: 13.6987 9.3719 -1.0963  0.14
H: -12.7667 -2.0247 -1.4329  0.08
H: -0.4078 0.8105 -3.3898  0.05
H: -5.8305 -1.4956 -1.5467  0.05
H: -5.1752 -0.0584 -0.4365  0.05
H: -1.5213 -5.7243 -3.0591  0.13
H: -4.5439 -0.0720 3.4151  0.13
H: 1.3950 -2.5716 4.2605  0.13
H: 7.9769 6.5261 -1.5479  0.10
H: -4.1576 0.8422 -6.9517  0.14
H: 3.2120 5.4409 2.1620  0.13
H: -1.7513 -6.0772 4.3557  0.13
H: -8.7990 -1.7549 1.9105  0.09
H: -6.1965 -0.1629 1.9252  0.08
H: -1.5940 -8.5155 4.3349  0.14
H: -5.3690 0.0191 -4.9957  0.14
H: -7.9186 -2.2885 0.2530  0.05
H: 4.1479 -2.6005 2.0270  0.09
H: 13.2883 7.7947 -1.8255  0.12
H: -10.9582 -2.9935 -2.6451  0.12
H: -0.0530 -6.3488 3.8762  0.14
H: 3.3016 7.6757 1.1778  0.14
H: 8.7070 5.9005 -3.0523  0.14
H: -0.9584 -1.2821 4.5784  0.11
H: 2.5943 5.1589 0.5107  0.11
H: 0.7178 0.7330 3.2697  0.09
H: 3.8901 7.0324 -0.3805  0.13
H: -13.3753 -3.6849 -0.7772  0.08
H: -4.1158 2.2492 -5.8534  0.14
H: -5.5497 -6.7025 -0.9464  0.14
H: -9.1835 -4.6722 -2.8507  0.14
H: -7.0324 -4.2617 -0.3218  0.09
H: -4.9452 -4.9443 -0.5803  0.09
H: -4.7629 -1.7990 4.3490  0.14
H: -4.3416 0.3378 5.8768  0.17
H: -0.6028 -8.4999 2.8496  0.13
H: -8.1817 -0.4528 0.6032  0.08
H: -1.4922 -4.0479 -3.9426  0.14
H: 2.6899 2.7678 2.6034  0.08
H: 15.7375 8.8123 -2.3213  0.14

Cartesian forces, eV/Å:
S -0.7 -0.4 -0.9
S -0.3 0.4 0.1
S -0.3 0.2 -0.4
S -0.3 -0.1 0.6
S 0.0 0.1 0.5
S 0.0 -0.7 -0.1
P 0.5 -0.7 -1.1
F 0.3 4.6 1.7
F 3.1 -0.5 -3.6
F -4.1 -2.3 -2.0
O 0.4 -1.7 -0.9
O -0.2 1.0 -0.4
O 0.1 0.7 1.8
O -0.3 -1.6 -0.9
O 0.6 -1.0 0.3
O -0.7 0.1 0.8
O 2.1 -1.4 0.4
O 0.0 0.5 1.8
O -0.7 -1.3 0.4
O -1.3 -2.1 -1.7
O -0.5 1.3 0.2
O 1.2 0.6 -0.3
O -0.5 0.5 -0.9
O 0.4 0.1 1.5
O 1.2 0.7 -0.1
O -0.5 -0.8 -0.8
O -0.7 1.7 -0.4
O -0.7 -0.1 1.4
O -0.2 0.4 -2.0
O 1.5 -1.1 -0.7
O 1.1 0.2 -0.7
O -1.3 -1.3 -2.1
O 0.0 0.0 -1.7
O 0.6 -0.9 0.9
O -0.6 0.6 1.5
O 1.0 -0.3 0.5
O 0.9 1.1 -1.2
O 0.0 1.0 1.9
N -7.3 -0.3 -3.4
N 5.9 -0.4 0.8
C -0.1 1.8 0.7
C -2.6 -3.7 0.8
C -0.6 0.7 -0.8
C -0.6 0.7 1.4
C 2.0 -1.4 -2.3
C -0.4 3.3 0.1
C 4.1 -1.3 -1.4
C -0.6 0.5 0.4
C 0.0 0.9 1.9
C 0.7 0.0 0.1
C 0.2 0.1 0.0
C 0.1 -0.4 -0.5
C -3.3 0.8 0.6
C -1.0 1.1 -0.1
C 1.4 -3.2 -0.4
C -0.1 -0.6 1.1
C -0.3 0.7 0.3
C -0.8 -0.3 -0.3
C 0.3 0.1 -0.9
C 0.1 0.6 -0.5
C 2.7 2.7 -1.1
C 0.0 -0.3 0.5
C -0.3 -0.4 -0.5
C -0.6 -0.1 0.7
C 4.4 1.1 2.9
C 0.8 -1.9 -4.2
C -0.1 0.2 -1.3
C 0.0 1.9 3.2
C -4.4 1.5 1.5
C 0.5 -0.3 -0.3
C -0.3 -0.2 0.6
C -0.2 -0.6 1.7
C 0.1 -0.8 0.1
C -0.6 -0.2 -0.5
C -0.7 1.6 1.5
C -0.6 -0.4 -0.4
C 0.1 0.2 1.9
C -1.4 -1.3 0.9
C -0.3 -0.2 0.7
C 0.7 -0.1 -0.5
H -1.1 2.1 0.8
H 0.0 0.0 -0.1
H 0.0 -0.1 -0.1
H -1.9 1.0 2.0
H -0.3 -2.2 0.6
H -1.6 1.5 -1.3
H 0.1 0.2 -0.2
H 0.5 0.6 -2.3
H 0.0 0.2 0.3
H 0.8 1.8 1.5
H 1.2 1.7 1.0
H -0.6 -0.5 -2.6
H -0.1 0.0 -0.1
H -0.2 -0.4 2.3
H -2.2 -0.4 0.8
H 0.7 1.9 -0.9
H 0.1 0.0 0.1
H -2.7 0.4 1.1
H -0.1 0.1 0.0
H -2.1 -1.5 0.7
H 0.0 -0.1 -0.1
H 0.9 -1.9 1.2
H 0.5 0.9 1.0
H 1.8 0.5 1.4
H 0.3 -2.2 -1.0
H -0.8 2.1 -0.1
H 1.0 -2.0 1.6
H -0.5 0.4 -2.5
H 0.2 0.3 -0.2
H 0.0 0.1 0.1
H 0.0 0.1 -0.1
H 0.1 -0.1 0.0
H 2.0 0.6 -1.8
H -0.7 -2.3 -0.2
H -0.2 0.1 -0.3
H 0.3 -0.2 0.0
H -0.2 1.6 2.1
H -1.0 2.6 0.3
H 0.1 0.0 0.3
H -0.4 -1.6 1.8
H -0.2 0.1 -0.3
H 0.3 -0.1 0.0
H 0.0 0.0 0.1
H -1.2 -1.0 -2.5
H 0.3 -0.2 0.0
H 2.7 -0.6 -1.0
H -0.1 0.0 0.1
H 2.1 1.3 -0.3
H 0.3 -0.1 0.0
H 1.0 1.8 -1.1
H 1.1 1.0 2.0
H -1.2 -1.1 -1.8
H -0.5 -1.2 -2.0
H 1.5 2.1 -0.6
H 2.0 -1.6 -0.9
H 0.0 0.1 0.1
H 0.2 -2.0 1.1
H -1.3 -0.8 1.8
H 0.3 -2.7 -0.2
H 0.1 0.0 0.3

***

| no. | largest force on an atom (eV/A) | E_tot (eV) |
| --- | --- | --- |
| 1 | 6.85 | -12921.5266 |
| 2 | 7.88 | -10820.5581 |
| 3 | 5.27 | -11858.4482 |
| 4 | 5.50 | -10910.2250 |
| 5 | 8.05 | -185182.8304 |